No. 1
Here is a cluster of 2 separate species, Cl2H3NSi in total in a non-equilibrium geometry from the OMol25 dataset. Energies are from ωB97M-V with the def2-TZVPD basis set.

Structure (XYZ):
```
7
Properties=species:S:1:pos:R:3
N -1.478 0.780 0.315
Si 2.561 -0.918 -0.288
Cl 1.480 -2.635 -0.949
Cl -0.162 1.717 -0.304
H -1.859 0.519 -0.585
H -2.196 1.333 0.790
H 1.655 -0.797 1.022
```

Computed properties:
**ΔE to the lowest compared entry with this formula, charge and spin**: 502.58 kJ/mol
**Net charge**: 0
**Molecular weight**: 116.02 g mol⁻¹
**LUMO**: -0.02977 hartree
**Spin multiplicity**: 1
**Calculated total energy**: -1266.36470 Eh

---

No. 2
Here is the molecule C3H3NO2S in a non-equilibrium geometry from the OMol25 dataset. Energies are from ωB97M-V with the def2-TZVPD basis set.

Structure (XYZ):
```
10
Properties=species:S:1:pos:R:3
C -0.709 0.322 1.171
C 1.241 0.811 -0.192
C -1.509 -0.165 0.016
N 1.928 -1.914 0.317
O 1.430 1.788 -0.836
O 0.472 0.732 0.925
S 2.310 -0.815 -0.566
H -2.348 -0.762 0.359
H -0.911 -0.720 -0.713
H -1.905 0.725 -0.481
```

Computed properties:
**ΔE to the lowest compared entry with this formula, charge and spin**: 657.34 kJ/mol
**Net charge**: 0
**Molecular weight**: 117.13 g mol⁻¹
**LUMO**: -0.06495 hartree
**Spin multiplicity**: 1
**Calculated total energy**: -719.32990 Eh